(1)
C18H44O2P | ωB97M-V/def2-TZVPD

Its LUMO energy is 2.7 eV. The energy is -1204.04545 a.u. The net charge is -1. The calculation puts the HOMO-LUMO gap at 6.7 eV. For the HOMO energy, the calculation gives -4.00 eV.

Each line ends with the natural charge from an NBO analysis.
CARTESIAN COORDINATES (ANGSTROEM)
C 2.143 -0.854 -0.979  -0.617
C 2.244 -0.038 -2.280  -0.411
C 1.422 1.253 -2.359  -0.405
C -0.094 1.129 -2.622  0.099
O -0.380 0.239 -3.648  -0.834
P -1.334 -1.187 -3.211  0.994
O -1.685 -0.397 -1.651  -0.843
C -0.960 0.754 -1.371  0.092
C -1.906 1.895 -0.990  -0.619
H 3.025 -0.696 -0.349  0.181
H 1.268 -0.585 -0.390  0.209
H 2.064 -1.922 -1.182  0.215
H 3.294 0.244 -2.427  0.179
H 1.962 -0.658 -3.133  0.229
H 1.825 1.843 -3.190  0.193
H 1.579 1.855 -1.449  0.176
H -0.414 2.138 -2.936  0.140
H -2.122 -2.329 -2.793  -0.167
H -0.146 -1.777 -2.615  -0.187
H -1.037 -1.785 -4.487  -0.156
H -2.507 -0.535 -3.758  -0.170
H -0.295 0.582 -0.509  0.130
H -2.433 2.266 -1.872  0.200
H -1.362 2.727 -0.531  0.182
H -2.649 1.527 -0.276  0.204
C 2.521 1.741 1.787  -0.614
C 4.002 1.514 1.513  -0.403
C 4.929 2.281 2.455  -0.395
C 4.767 3.802 2.411  -0.395
C 4.927 4.421 1.023  -0.400
C 6.293 4.168 0.395  -0.609
H 2.240 2.789 1.665  0.197
H 1.907 1.158 1.101  0.230
H 2.261 1.442 2.806  0.195
H 4.221 1.781 0.475  0.198
H 4.222 0.447 1.597  0.204
H 5.966 2.017 2.228  0.194
H 4.751 1.945 3.482  0.196
H 5.503 4.252 3.087  0.192
H 3.786 4.075 2.807  0.202
H 4.758 5.499 1.100  0.197
H 4.146 4.042 0.358  0.203
H 7.092 4.552 1.034  0.194
H 6.377 4.656 -0.577  0.208
H 6.473 3.103 0.243  0.204
C -6.057 -5.083 1.692  -0.609
C -5.819 -3.607 1.992  -0.397
C -5.676 -2.745 0.738  -0.395
C -4.514 -3.132 -0.179  -0.402
C -3.143 -3.149 0.494  -0.400
C -2.742 -1.795 1.066  -0.625
H -5.221 -5.516 1.142  0.206
H -6.185 -5.661 2.609  0.198
H -6.956 -5.216 1.085  0.195
H -4.923 -3.503 2.610  0.196
H -6.648 -3.222 2.593  0.190
H -5.565 -1.701 1.040  0.203
H -6.609 -2.797 0.165  0.190
H -4.473 -2.425 -1.012  0.226
H -4.709 -4.112 -0.626  0.189
H -2.407 -3.433 -0.262  0.224
H -3.109 -3.921 1.272  0.171
H -2.764 -1.056 0.265  0.253
H -1.723 -1.825 1.456  0.202
H -3.400 -1.474 1.880  0.175



(2)
C18H45B5CaF8N6Sn | ωB97M-V/def2-TZVPD

Its LUMO energy is -9.2 eV. The energy is -2856.14600 a.u. The net charge is +2. The calculation puts the HOMO-LUMO gap at 3.7 eV. For the HOMO energy, the calculation gives -12.89 eV.

Each line ends with the Löwdin charge.
CARTESIAN COORDINATES (ANGSTROEM)
Ca -2.888 -1.661 3.355  1.278
Sn 0.212 -4.552 3.135  1.685
B -0.906 -1.856 1.952  -0.566
H -0.019 -1.738 1.213  -0.020
H -1.197 -2.937 2.111  -0.116
H -0.624 -1.450 2.946  -0.049
H -1.763 -1.325 1.470  -0.022
B -2.072 -3.382 4.817  -0.525
H -1.188 -2.718 4.625  -0.071
H -1.738 -4.174 5.601  0.014
H -2.898 -2.767 5.255  0.016
H -2.427 -3.857 3.865  -0.047
B -3.515 0.655 2.763  -0.422
H -3.963 1.673 2.466  0.008
H -3.985 0.248 3.682  -0.059
H -3.651 -0.053 1.912  -0.049
H -2.422 0.755 2.981  -0.049
C 6.289 1.134 1.007  -0.038
C 4.967 1.062 0.219  -0.174
N 3.807 1.388 1.041  -0.036
C 3.006 2.491 0.826  -0.031
C 1.981 2.523 1.691  0.025
N 2.181 1.437 2.522  -0.055
C 3.205 0.711 2.051  -0.005
C 1.193 0.999 3.482  0.021
H 6.597 2.182 1.018  0.088
H 7.050 0.561 0.485  0.088
H 6.145 0.874 2.053  0.081
H 4.817 0.009 -0.041  0.113
H 4.959 1.592 -0.730  0.124
H 3.114 3.242 0.058  0.147
H 1.091 3.126 1.820  0.145
H 3.555 -0.132 2.625  0.164
H 1.386 0.028 3.931  0.097
H 0.166 0.956 3.109  0.096
H 1.086 1.747 4.269  0.122
C 1.727 -3.773 -2.656  -0.053
C 2.804 -2.814 -2.209  -0.164
N 2.347 -1.452 -1.982  -0.038
C 1.587 -0.921 -0.962  -0.007
C 1.450 0.399 -1.180  -0.009
N 2.117 0.682 -2.352  -0.058
C 2.675 -0.448 -2.815  -0.001
C 2.134 1.945 -3.116  0.037
H 0.882 -3.373 -3.216  0.074
H 1.344 -4.387 -1.839  0.076
H 2.125 -4.524 -3.342  0.093
H 3.563 -2.688 -2.982  0.127
H 3.372 -3.233 -1.379  0.134
H 1.166 -1.527 -0.178  0.093
H 1.031 1.206 -0.594  0.128
H 3.196 -0.596 -3.747  0.176
H 3.057 2.471 -2.882  0.099
H 1.268 2.508 -2.771  0.097
H 2.025 1.857 -4.194  0.105
C -3.134 3.586 -4.293  -0.059
C -1.917 3.171 -3.543  -0.177
N -1.715 1.732 -3.386  -0.021
C -1.065 0.848 -4.205  -0.033
C -1.019 -0.361 -3.600  -0.022
N -1.676 -0.216 -2.391  -0.066
C -2.106 1.059 -2.287  0.035
C -1.968 -1.152 -1.312  0.033
H -4.025 3.108 -3.889  0.094
H -3.068 3.416 -5.376  0.084
H -3.353 4.639 -4.484  0.097
H -1.900 3.591 -2.534  0.126
H -0.987 3.584 -3.941  0.129
H -0.784 1.186 -5.190  0.143
H -0.572 -1.266 -3.975  0.122
H -2.605 1.458 -1.409  0.166
H -2.979 -0.892 -1.006  0.127
H -1.320 -0.855 -0.490  0.043
H -1.815 -2.175 -1.640  0.111
B -5.171 -3.351 2.928  -1.316
F -4.125 -3.103 2.009  0.031
F -6.369 -2.991 2.288  0.126
F -5.231 -4.664 3.326  0.168
F -4.997 -2.447 3.955  0.080
B -1.500 2.808 0.676  -1.313
F -2.813 3.011 0.249  0.121
F -0.633 3.528 -0.190  0.072
F -1.352 3.190 2.012  0.126
F -1.223 1.437 0.516  0.086



(3)
C18H45BCdF4KN3O4S | ωB97M-V/def2-TZVPD

Its LUMO energy is -4.2 eV. The energy is -2768.13053 a.u. The net charge is 0. The calculation puts the HOMO-LUMO gap at 3.7 eV. For the HOMO energy, the calculation gives -7.90 eV.

Each line ends with the Löwdin charge.
CARTESIAN COORDINATES (ANGSTROEM)
K -0.049 -6.070 -3.258  0.918
Cd 0.280 -4.615 3.131  1.265
S -2.321 -6.604 1.233  0.112
O -2.413 -5.516 2.201  -0.342
O -2.815 -7.859 1.793  -0.291
O -2.952 -6.312 -0.034  -0.346
O -0.894 -6.623 1.098  -0.391
B 2.088 -2.714 0.090  -1.442
F 2.452 -3.523 1.074  0.117
F 2.723 -1.555 0.435  0.132
F 2.481 -3.261 -1.161  0.070
F 0.725 -2.541 0.192  0.101
C -0.411 0.601 5.803  -0.076
C -0.377 -0.698 4.928  -0.245
N 0.359 -1.834 5.523  -0.195
C -0.139 -2.344 6.900  -0.173
C -1.704 -2.757 6.764  -0.073
C 1.823 -1.561 5.554  -0.249
C 2.869 -2.726 5.670  -0.080
H 0.458 1.173 5.477  0.061
H -0.280 0.439 6.873  0.064
H -1.205 1.266 5.462  0.072
H -1.368 -1.004 4.592  0.102
H 0.211 -0.341 4.083  0.104
H 0.389 -3.250 7.198  0.086
H 0.182 -1.677 7.700  0.097
H -2.080 -3.414 5.980  0.063
H -2.087 -3.356 7.591  0.055
H -2.308 -1.867 6.941  0.060
H 1.822 -1.013 6.497  0.094
H 2.219 -0.836 4.843  0.118
H 2.508 -3.522 6.321  0.052
H 3.720 -2.331 6.224  0.069
H 3.264 -3.118 4.733  0.059
C 4.448 6.351 -1.489  -0.118
C 3.145 7.087 -1.426  -0.265
N 2.396 6.670 -0.249  -0.209
C 2.287 5.229 0.038  -0.213
C 1.477 4.441 -1.035  -0.071
C 1.148 7.377 -0.140  -0.287
C 0.486 7.259 1.239  -0.090
H 4.438 5.279 -1.687  0.068
H 4.921 6.428 -0.510  0.082
H 5.076 6.792 -2.262  0.075
H 3.349 8.156 -1.487  0.121
H 2.597 6.753 -2.307  0.108
H 1.875 5.039 1.029  0.100
H 3.345 4.967 0.005  0.090
H 1.490 3.410 -0.680  0.069
H 2.005 4.341 -1.983  0.061
H 0.461 4.768 -1.258  0.065
H 1.266 8.459 -0.211  0.111
H 0.461 7.060 -0.925  0.103
H 1.173 7.689 1.968  0.077
H -0.451 7.814 1.286  0.070
H 0.291 6.215 1.483  0.055
C -3.072 -3.719 -7.442  -0.083
C -2.327 -2.480 -6.920  -0.251
N -2.126 -2.517 -5.426  -0.178
C -3.405 -2.643 -4.656  -0.217
C -4.517 -1.641 -5.097  -0.090
C -1.451 -1.277 -4.980  -0.280
C -0.112 -1.014 -5.623  -0.112
H -4.106 -3.384 -7.527  0.064
H -3.013 -4.568 -6.761  0.066
H -2.676 -3.972 -8.426  0.070
H -1.384 -2.378 -7.457  0.099
H -2.913 -1.608 -7.212  0.100
H -3.847 -3.627 -4.810  0.098
H -3.068 -2.399 -3.648  0.107
H -5.097 -1.469 -4.191  0.073
H -4.220 -0.780 -5.697  0.063
H -5.250 -2.061 -5.786  0.058
H -1.081 -1.507 -3.981  0.110
H -2.026 -0.351 -4.975  0.117
H 0.577 -0.602 -4.885  0.074
H -0.178 -0.312 -6.454  0.073
H 0.438 -1.913 -5.899  0.073



(4)
C18H45ClF9N3O9PS | ωB97M-V/def2-TZVPD

Its LUMO energy is -4.6 eV. The energy is -3652.34111 a.u. The net charge is +1. The calculation puts the HOMO-LUMO gap at 6.7 eV. For the HOMO energy, the calculation gives -11.32 eV.

Each line ends with the Löwdin charge.
CARTESIAN COORDINATES (ANGSTROEM)
C -0.089 1.026 4.289  -0.021
C -1.165 0.542 3.189  -0.238
F -2.486 0.522 3.834  -0.086
C -0.922 -0.954 2.665  -0.246
C 0.581 -1.350 2.231  -0.452
Cl 1.398 0.131 1.446  0.727
N 0.481 -2.267 1.067  0.043
C 0.200 -3.683 1.321  -0.302
F -1.158 -4.039 1.148  0.071
F 0.918 -4.476 0.386  0.099
C 0.630 -4.198 2.762  -0.336
F 1.967 -3.934 3.087  0.132
F -0.261 -3.807 3.777  0.107
F 0.538 -5.606 2.722  0.123
C -0.673 -1.684 0.340  -0.264
N -0.912 -1.599 -0.949  0.167
C 0.087 -2.192 -1.887  -0.032
C -0.067 -1.677 -3.398  -0.202
O -1.069 -0.672 -3.582  -0.009
C 1.377 -1.219 -3.934  -0.387
F 1.944 -0.195 -3.137  0.089
F 2.200 -2.368 -3.825  0.091
F 1.354 -0.732 -5.235  0.122
N -1.575 -1.143 1.336  -0.187
P -3.279 -1.618 1.293  0.381
S -3.823 -2.867 2.669  0.246
H 0.632 1.725 3.732  0.081
H 0.565 0.152 4.648  0.084
H -0.549 1.576 5.168  0.093
H -1.263 1.292 2.327  0.139
H -1.400 -1.570 3.502  0.134
H 1.310 -1.567 3.068  0.130
H -1.782 -1.116 -1.230  0.167
H 1.117 -1.890 -1.525  0.148
H -0.092 -3.319 -1.890  0.156
H -0.365 -2.573 -4.046  0.181
H -0.654 0.219 -3.585  0.124
H -4.127 -0.446 1.333  0.011
H -3.548 -2.226 0.004  0.009
C 1.458 -2.095 7.034  -0.128
O 0.650 -2.159 5.861  -0.163
H 1.473 -1.069 7.395  0.063
H 1.038 -2.745 7.806  0.087
H 2.478 -2.409 6.796  0.083
H 0.653 -3.075 5.562  0.049
C -2.548 -0.467 7.150  -0.128
O -2.360 0.902 6.816  -0.140
H -2.650 -0.553 8.232  0.086
H -3.455 -0.842 6.671  0.082
H -1.684 -1.050 6.821  0.063
H -2.270 0.950 5.856  0.022
C -1.508 2.643 -0.576  -0.127
O -0.850 1.418 -0.886  -0.163
H -1.497 3.280 -1.459  0.090
H -2.543 2.444 -0.287  0.081
H -0.984 3.148 0.239  0.083
H -0.872 0.873 -0.089  -0.007
C 0.027 -0.059 -8.276  -0.162
O -1.189 -0.202 -7.550  -0.127
H -0.208 0.168 -9.315  0.063
H 0.615 0.759 -7.852  0.075
H 0.595 -0.992 -8.229  0.079
H -0.953 -0.401 -6.636  0.041
C 4.398 0.564 7.199  -0.152
O 3.176 0.454 7.916  -0.144
H 4.173 0.745 6.147  0.075
H 4.983 1.399 7.590  0.080
H 4.967 -0.365 7.292  0.078
H 3.402 0.296 8.840  0.086
C 0.775 1.319 -12.540  -0.151
O 1.049 0.611 -11.335  -0.140
H -0.089 0.864 -13.025  0.085
H 0.553 2.362 -12.312  0.061
H 1.638 1.259 -13.207  0.080
H 1.815 1.031 -10.926  0.072
C -2.071 4.080 8.796  -0.164
O -2.865 4.061 7.620  -0.135
H -2.054 5.096 9.191  0.078
H -2.501 3.409 9.544  0.076
H -1.050 3.769 8.559  0.072
H -2.864 3.154 7.291  0.038
C 2.406 4.537 -12.843  -0.155
O 1.463 4.001 -13.760  -0.143
H 2.614 3.790 -12.077  0.070
H 3.332 4.785 -13.367  0.080
H 1.994 5.433 -12.371  0.079
H 1.296 4.679 -14.426  0.083